{
  "formula": "C21H26BrNO2",
  "method": "ωB97M-V with the def2-TZVPD basis set",
  "fmax_ha_per_bohr": 0.0119,
  "smiles": "CCCCCCNC(=O)C[C@@H](c1ccccc1)c1cc(Br)ccc1O",
  "total_energy_ha": -3595.107219,
  "multiplicity": 1,
  "de_lowest_kcal_mol": 0.0,
  "homo_ev": -8.6,
  "gap_ev": 9.1,
  "symbols": ["C", "C", "C", "C", "C", "C", "N", "C", "O", "C", "H", "H", "C", "C", "C", "C", "C", "C", "C", "O", "H", "H", "H", "Br", "H", "C", "C", "C", "C", "C", "C", "H", "H", "H", "H", "H", "H", "H", "H", "H", "H", "H", "H", "H", "H", "H", "H", "H", "H", "H", "H"],
  "xyz": [[-5.454, -3.620, 0.915], [-4.297, -2.846, 0.294], [-4.304, -1.382, 0.729], [-3.104, -0.588, 0.212], [-3.100, -0.431, -1.309], [-2.058, 0.578, -1.785], [-0.715, 0.093, -1.564], [0.312, 0.382, -2.393], [0.173, 0.945, -3.457], [1.668, -0.061, -1.857], [2.342, -0.199, -2.703], [1.560, -1.001, -1.314], [2.219, 1.042, -0.937], [3.628, 0.797, -0.457], [4.260, -0.432, -0.515], [5.546, -0.581, -0.021], [6.230, 0.481, 0.537], [5.606, 1.714, 0.599], [4.316, 1.879, 0.113], [3.682, 3.079, 0.165], [4.262, 3.740, 0.563], [6.128, 2.557, 1.031], [7.231, 0.353, 0.917], [6.382, -2.293, -0.113], [3.763, -1.284, -0.950], [1.309, 1.223, 0.258], [0.461, 2.319, 0.343], [-0.418, 2.446, 1.404], [-0.457, 1.481, 2.396], [0.396, 0.392, 2.327], [1.274, 0.265, 1.265], [1.941, -0.585, 1.219], [0.377, -0.360, 3.102], [-1.146, 1.578, 3.222], [-1.075, 3.302, 1.457], [0.487, 3.071, -0.431], [2.227, 1.979, -1.504], [-0.515, -0.267, -0.645], [-2.152, 0.759, -2.858], [-2.201, 1.532, -1.260], [-4.083, -0.084, -1.632], [-2.905, -1.391, -1.787], [-2.187, -1.085, 0.541], [-3.119, 0.406, 0.668], [-5.226, -0.908, 0.382], [-4.305, -1.342, 1.821], [-4.370, -2.909, -0.792], [-3.352, -3.306, 0.593], [-5.438, -4.658, 0.593], [-5.391, -3.597, 2.001], [-6.405, -3.183, 0.620]],
  "atomic_forces_ev_per_a": [[0.207, 0.005, -0.153], [-0.252, 0.157, 0.173], [0.381, -0.155, -0.069], [-0.343, -0.010, -0.157], [0.248, 0.203, 0.207], [-0.188, -0.051, -0.288], [-0.417, -0.228, 0.197], [0.245, -0.482, 0.288], [0.074, 0.309, -0.353], [0.038, 0.324, -0.167], [-0.077, -0.065, -0.002], [0.065, -0.047, 0.023], [0.019, -0.071, 0.007], [0.049, 0.397, -0.005], [0.152, 0.054, 0.036], [0.186, -0.261, 0.035], [-0.068, -0.174, -0.068], [-0.178, 0.106, -0.032], [0.363, -0.381, 0.006], [-0.126, 0.205, -0.027], [-0.059, -0.112, -0.045], [0.046, 0.089, 0.041], [0.070, -0.021, 0.021], [-0.090, 0.186, 0.007], [-0.070, -0.073, -0.060], [-0.017, 0.199, 0.129], [0.061, -0.058, 0.056], [-0.066, 0.070, -0.002], [-0.067, 0.005, 0.091], [-0.062, -0.084, 0.066], [0.019, 0.044, -0.089], [0.087, -0.086, 0.004], [0.000, -0.059, 0.066], [-0.054, 0.016, 0.073], [-0.057, 0.075, 0.003], [0.016, 0.087, -0.114], [-0.056, -0.093, 0.029], [0.154, 0.033, -0.069], [-0.016, 0.047, 0.149], [-0.025, -0.011, -0.084], [-0.076, -0.011, -0.037], [-0.053, -0.028, -0.100], [0.095, 0.015, 0.091], [0.097, 0.040, 0.022], [-0.082, 0.054, 0.039], [-0.094, 0.010, 0.046], [0.096, -0.038, -0.054], [0.085, -0.006, -0.073], [-0.083, -0.118, 0.022], [-0.039, -0.018, 0.122], [-0.138, 0.012, 0.002]],
  "lowdin_charge": [-0.118, -0.276, -0.231, -0.222, -0.189, -0.179, 0.074, -0.499, 0.067, -0.053, 0.134, 0.120, -0.208, -0.121, -0.079, -0.675, -0.127, -0.012, -0.256, 0.077, 0.117, 0.116, 0.102, 0.715, 0.102, -0.215, -0.034, -0.078, -0.095, -0.078, -0.033, 0.120, 0.104, 0.101, 0.104, 0.125, 0.155, 0.116, 0.121, 0.121, 0.118, 0.112, 0.104, 0.108, 0.114, 0.111, 0.101, 0.111, 0.067, 0.070, 0.071]
}